[1]
C48H62F24N2O21 | the ωB97M-V functional and the def2-TZVPD basis

Output
- LUMO: -0.047 Eh
- Electronic energy: -5952.7016 Ha
- Orbital gap: 0.3098 Ha
- SMILES string: CCOC(=O)CCCC1=C(CN)C(=O)C(CCC(N)=O)=CC1=O.CCOC(=O)C(F)(F)F.CCOC(=O)C(F)(F)F.CCOC(=O)C(F)(F)F.CCOC(=O)C(F)(F)F.CCOC(=O)C(F)(F)F.CCOC(=O)C(F)(F)F.CCOC(=O)C(F)(F)F.CCOC(=O)C(F)(F)F
- Multiplicity: 1
- HOMO level: -9.70 eV

Structure (XYZ):
```
157
C48H62F24N2O21 (the ωB97M-V functional and the def2-TZVPD basis)
C 8.00341 -2.67049 0.28367
C 7.34457 -3.08932 -1.01174
O 6.04958 -3.58983 -0.68236
C 5.20177 -3.86500 -1.69502
O 4.20833 -4.54115 -1.46750
C 5.40979 -3.31250 -3.08681
C 4.59447 -2.03096 -3.31841
C 4.73103 -0.89516 -2.26014
C 3.39557 -0.64896 -1.63283
C 2.53862 0.32943 -1.95070
C 2.79287 1.38233 -2.99587
N 3.75283 2.42418 -2.53196
C 1.23819 0.31733 -1.21506
O 0.68730 1.33728 -0.84022
C 0.67254 -1.04394 -0.94744
C -0.81597 -1.23357 -1.07679
C -1.49713 -1.80114 0.17896
C -1.32688 -3.29413 0.40151
N -1.15939 -4.17094 -0.69079
O -1.32150 -3.75028 1.52751
C 1.53943 -2.00411 -0.62162
C 2.97532 -1.60800 -0.55930
O 3.72986 -1.98284 0.31479
H 8.99237 -2.28990 0.12085
H 7.97505 -3.45474 1.02950
H 7.42450 -1.83895 0.67960
H 7.29722 -2.20681 -1.64018
H 7.96887 -3.83792 -1.49505
H 6.44559 -3.20224 -3.38680
H 4.98017 -4.05567 -3.74559
H 3.55432 -2.34535 -3.33293
H 4.80040 -1.65565 -4.31300
H 5.06683 -0.01450 -2.78555
H 5.43876 -1.12134 -1.47035
H 3.19658 0.94842 -3.90014
H 1.86699 1.90070 -3.21376
H 4.65288 2.23833 -2.94474
H 3.83102 2.40626 -1.52768
H -1.27525 -0.27716 -1.30230
H -0.99681 -1.84470 -1.95725
H -1.07220 -1.30674 1.03772
H -2.56110 -1.61975 0.07548
H -0.84046 -3.67710 -1.51544
H -0.38034 -4.76469 -0.42493
H 1.26893 -3.02426 -0.41980
C -0.99082 -1.39570 3.85655
C -0.41771 -1.05963 5.21325
O -0.82735 0.25990 5.62390
C -2.02891 0.35570 6.16792
O -2.80160 -0.53219 6.36308
C -2.28823 1.81678 6.55837
F -1.91374 2.65188 5.58802
F -1.59905 2.13874 7.65888
F -3.57624 2.03403 6.80306
H -0.71851 -0.62342 3.13512
H -0.61862 -2.35574 3.50447
H -2.07925 -1.44286 3.89107
H 0.66913 -1.03294 5.17290
H -0.69953 -1.79584 5.96427
C -5.30123 3.08965 4.00530
C -4.22832 3.27158 2.95214
O -4.09381 2.07154 2.14959
C -4.96680 1.93488 1.17144
O -5.84337 2.69564 0.88039
C -4.68532 0.64194 0.38934
F -4.44148 -0.38857 1.20332
F -3.61510 0.79018 -0.40983
F -5.71223 0.30815 -0.38272
H -5.09272 2.20993 4.61378
H -5.35443 3.96156 4.65520
H -6.27627 2.94234 3.54033
H -3.25728 3.43357 3.41416
H -4.43208 4.12784 2.31107
C -4.46806 -5.25408 -1.06073
C -4.22989 -6.72874 -1.28806
O -5.44202 -7.39907 -1.69190
C -5.75248 -7.31403 -2.97415
O -5.13691 -6.74454 -3.82335
C -7.03556 -8.11446 -3.24414
F -7.96598 -7.88298 -2.31468
F -6.76863 -9.42750 -3.23862
F -7.55637 -7.80484 -4.42426
H -5.27603 -5.10085 -0.34406
H -3.56435 -4.78179 -0.68207
H -4.75739 -4.75431 -1.98589
H -3.92263 -7.20983 -0.36236
H -3.44472 -6.89972 -2.02287
C 0.77278 3.61544 0.96303
C 1.12512 4.19768 2.31236
O 0.47190 5.47072 2.51273
C -0.78808 5.41984 2.90304
O -1.43955 4.43849 3.09456
C -1.31741 6.84461 3.12065
F -0.95488 7.66266 2.12506
F -0.84149 7.35540 4.26053
F -2.64344 6.85982 3.19725
H 1.00248 4.32947 0.17099
H 1.32941 2.70596 0.78432
H -0.29037 3.38769 0.90110
H 2.19151 4.40244 2.37877
H 0.87187 3.51322 3.12122
C -7.05406 4.79609 -1.03447
C -6.60291 4.48840 -2.44353
O -7.37416 5.22074 -3.41900
C -6.99409 6.46724 -3.64123
O -6.08428 7.04014 -3.12266
C -7.88385 7.08989 -4.72876
F -9.17329 6.80895 -4.52527
F -7.54213 6.61332 -5.93177
F -7.74800 8.40948 -4.75281
H -8.12381 4.61092 -0.92730
H -6.51427 4.16960 -0.32113
H -6.87781 5.84382 -0.78704
H -6.76813 3.43744 -2.67186
H -5.54170 4.69309 -2.57994
C -5.65036 -11.91298 -1.70690
C -5.24585 -13.29369 -1.23993
O -3.81312 -13.44683 -1.25060
C -3.17042 -12.96740 -0.19761
O -3.65591 -12.42692 0.74875
C -1.66621 -13.24758 -0.34180
F -1.23471 -12.97004 -1.57496
F -1.41252 -14.53750 -0.09544
F -0.96563 -12.51610 0.51479
H -5.22334 -11.70064 -2.68710
H -6.73449 -11.83590 -1.77246
H -5.29138 -11.14603 -1.02080
H -5.62565 -14.05180 -1.92120
H -5.63873 -13.51453 -0.24863
C 14.57180 -0.90138 -0.02819
C 14.05408 0.44455 -0.48583
O 12.78626 0.31265 -1.15963
C 11.72099 0.23548 -0.38029
O 11.70209 0.26262 0.81194
C 10.45656 0.14516 -1.24767
F 10.60797 -0.71989 -2.25584
F 10.16259 1.33657 -1.77707
F 9.41213 -0.25425 -0.52542
H 14.62520 -1.59461 -0.86794
H 15.56531 -0.79596 0.40512
H 13.91327 -1.34137 0.72013
H 14.72899 0.88277 -1.21731
H 13.96610 1.14511 0.34296
C 0.90279 10.36489 1.44850
C -0.45728 10.82597 0.97096
O -0.70902 12.18575 1.37532
C -0.18408 13.12646 0.60667
O 0.47017 12.96056 -0.37725
C -0.57952 14.51055 1.14505
F -0.44276 14.57496 2.47195
F -1.85700 14.77228 0.84775
F 0.17444 15.45978 0.60600
H 0.99303 10.49956 2.52682
H 1.05366 9.31263 1.21233
H 1.69996 10.94224 0.98058
H -1.23970 10.22762 1.43117
H -0.56066 10.72589 -0.10839
```

[2]
C48H62N8OPtSSi5 | the ωB97M-V functional and the def2-TZVPD basis

Output
- LUMO: -0.236 Eh
- Electronic energy: -4344.2535 Ha
- Orbital gap: 0.1957 Ha
- Charge: +2
- ΔE to the lowest compared entry with this formula, charge and spin: 37.0 kcal per mole
- Multiplicity: 1
- HOMO level: -11.76 eV

Structure (XYZ):
```
126
C48H62N8OPtSSi5 (the ωB97M-V functional and the def2-TZVPD basis)
Pt 0.47845 -0.60628 -0.99627
C 1.43250 10.32711 7.43535
O 0.28831 9.68399 6.89558
C 0.44482 8.65598 6.05780
C 1.67138 8.08259 5.71570
C 1.71333 7.00652 4.85040
C 0.54633 6.47835 4.29931
C -0.68150 7.06188 4.64700
C -0.73237 8.12918 5.50628
C 0.54847 5.36255 3.37641
N -0.53887 4.81823 2.86181
C -0.11261 3.82410 2.04593
C 1.27708 3.74107 2.06138
N 1.67914 4.73182 2.91560
C 1.99662 2.76451 1.32832
C 3.39251 2.62053 1.31160
C 3.95828 1.61896 0.55364
C 3.12985 0.77309 -0.17611
N 1.80941 0.89167 -0.17123
C 1.22287 1.86562 0.55561
C -0.19940 1.95929 0.51275
N -0.85968 1.06182 -0.24717
C -2.17652 1.10474 -0.30583
C -2.93955 2.03359 0.40153
C -2.29297 2.95665 1.19228
C -0.89445 2.93110 1.25641
H 1.05250 11.16590 8.01037
H 2.08785 10.69680 6.64350
H 1.99438 9.66137 8.09459
H 2.59392 8.46645 6.12647
H 2.67996 6.57871 4.61326
H -1.58427 6.65332 4.21752
H -1.67133 8.59070 5.77786
H 2.62552 4.97899 3.14697
H 4.01937 3.29364 1.88026
H 5.03014 1.50041 0.49943
H 3.53947 0.00577 -0.81960
H -2.65012 0.37472 -0.94907
H -4.01618 2.02427 0.31189
H -2.82655 3.70404 1.76313
C 0.98667 -5.10345 -6.23208
Si 1.30181 -5.07356 -4.37307
C 0.77135 -6.69928 -3.56695
C 3.12381 -4.73605 -4.02791
C 0.02648 -3.81726 -3.66738
C -1.31952 -4.02889 -3.94442
C -2.31420 -3.20892 -3.41311
C -1.93704 -2.19661 -2.56237
N -0.65130 -1.97462 -2.28223
C 0.30371 -2.72779 -2.83547
S 1.87928 -2.18878 -2.37849
H 1.62688 -5.84285 -6.71419
H 1.19331 -4.14046 -6.69946
H -0.04431 -5.37053 -6.46536
H 1.35705 -7.52617 -3.97058
H -0.27799 -6.91900 -3.76747
H 0.90844 -6.70057 -2.48552
H 3.71648 -5.48544 -4.55448
H 3.38531 -4.79834 -2.97243
H 3.44194 -3.75752 -4.38895
H -1.60908 -4.85738 -4.57954
H -3.35788 -3.36811 -3.63973
H -2.66263 -1.54660 -2.08898
C 1.94703 -5.01149 -0.18707
Si 2.21200 -3.78123 1.21338
C 3.71397 -2.66072 1.00144
C 2.07703 -4.60006 2.90211
Si 0.24478 -1.99694 0.89696
Si -1.68483 -3.53425 1.12671
C -3.13809 -2.32091 0.96402
C -1.61492 -4.75993 -0.32128
C -1.88568 -4.46112 2.75957
Si 0.32844 -1.00762 3.21870
C 1.98567 -0.07902 3.27777
C -1.15629 0.18059 3.18602
C 0.17178 -2.06467 4.77701
H 2.83600 -5.63553 -0.31671
H 1.77231 -4.50195 -1.13009
H 1.10431 -5.67332 0.00945
H 4.63439 -3.24860 0.95297
H 3.81867 -1.95330 1.82341
H 3.63767 -2.10081 0.06977
H 2.86729 -5.34898 2.99329
H 1.12707 -5.11384 3.03864
H 2.20371 -3.89453 3.72018
H -2.93809 -1.54053 0.22974
H -3.35081 -1.83178 1.91506
H -4.04842 -2.84070 0.65541
H -0.89514 -4.46008 -1.08189
H -2.58814 -4.83567 -0.81035
H -1.34289 -5.76226 0.01054
H -1.95460 -3.78938 3.61216
H -1.08495 -5.17277 2.95490
H -2.81981 -5.02533 2.72095
H 2.40373 0.09225 2.28738
H 2.72791 -0.62686 3.85907
H 1.85640 0.89675 3.75301
H -1.53197 0.35769 2.18022
H -0.88984 1.15267 3.60949
H -1.98433 -0.21297 3.77660
H 0.97691 -2.78408 4.90786
H -0.76740 -2.61106 4.82275
H 0.19362 -1.39452 5.63951
C 1.21504 2.77379 -4.13449
C 1.25339 1.88998 -3.07258
N 0.41091 0.86009 -2.95399
C -0.48907 0.68351 -3.91763
C -0.58156 1.48717 -5.05182
C 0.29794 2.56262 -5.14886
C -1.47188 1.15986 -6.17447
C -2.74434 0.75707 -6.14735
C -3.64253 0.73766 -4.98694
C -4.80051 -0.04289 -4.98782
C -5.63386 0.05847 -3.88670
N -5.36946 0.88274 -2.87699
C -4.26144 1.60123 -2.97880
N -3.37759 1.55217 -3.95975
H 1.90686 3.60246 -4.17495
H 2.00124 2.00955 -2.30305
H -1.15820 -0.15807 -3.81962
H 0.25148 3.22014 -6.00692
H -0.99803 1.24746 -7.14651
H -3.21752 0.47455 -7.08033
H -5.03374 -0.70079 -5.81313
H -6.54996 -0.51510 -3.80385
H -4.05627 2.30765 -2.18261
```

[3]
C48H64GaNO2 | the ωB97M-V functional and the def2-TZVPD basis

Output
- LUMO: 0.151 Eh
- Electronic energy: -3997.3997 Ha
- Orbital gap: 0.1491 Ha
- Charge: -2
- Multiplicity: 1
- HOMO level: 0.06 eV

Structure (XYZ):
```
116
C48H64GaNO2 (the ωB97M-V functional and the def2-TZVPD basis)
Ga -0.82299 0.89377 -0.54186
C 4.62541 2.14865 -5.68282
C 4.36426 1.28215 -4.45034
C 4.44820 -0.19143 -4.87506
C 5.47093 1.56729 -3.42455
C 2.99671 1.55530 -3.82275
C 2.64488 0.84714 -2.67017
C 1.41628 1.04162 -2.05661
N 0.98466 0.40117 -0.89966
C 2.00080 -0.32419 -0.20544
C 2.98657 0.46100 0.39104
C 4.18504 -0.04064 0.86206
C 4.41111 -1.39555 0.62881
C 3.46504 -2.24230 0.06969
C 2.15975 -1.73671 -0.20559
O 1.22923 -2.66160 -0.36432
C 3.90181 -3.68786 -0.25719
C 2.97837 -4.44331 -1.22645
C 5.28095 -3.63266 -0.94564
C 4.04305 -4.51225 1.03057
C 5.24748 0.81538 1.54616
C 4.80039 2.26987 1.68995
C 6.54679 0.79653 0.72829
C 5.52785 0.25843 2.94946
C 0.49025 1.96408 -2.62142
O -0.68506 2.09689 -1.98658
C 0.82810 2.68189 -3.76590
C 2.09033 2.46112 -4.34734
C -0.16743 3.67937 -4.36310
C 0.38422 4.37671 -5.60915
C -0.49674 4.76799 -3.32988
C -1.45577 2.94858 -4.77086
H 5.61506 1.91994 -6.08890
H 4.59685 3.21222 -5.43517
H 3.88752 1.96060 -6.46538
H 5.42549 -0.41058 -5.31857
H 3.67230 -0.42074 -5.60840
H 4.30183 -0.85589 -4.02289
H 6.45744 1.36636 -3.85611
H 5.35474 0.94463 -2.53688
H 5.43638 2.61223 -3.10662
H 3.33074 0.12860 -2.23906
H 2.76994 1.52221 0.41697
H 5.37404 -1.81156 0.90199
H 2.71925 -3.83546 -2.09354
H 2.04066 -4.75685 -0.77633
H 3.50771 -5.33774 -1.57484
H 5.23277 -3.01919 -1.84804
H 5.58259 -4.64383 -1.23253
H 6.06475 -3.22717 -0.30369
H 3.08035 -4.62201 1.52750
H 4.73881 -4.03705 1.72729
H 4.42107 -5.51274 0.79463
H 4.62483 2.73037 0.71595
H 5.57710 2.84423 2.20287
H 3.87944 2.34611 2.27124
H 6.37384 1.20621 -0.26872
H 6.92826 -0.21904 0.61002
H 7.32044 1.39566 1.22044
H 4.61769 0.27296 3.55224
H 6.29288 0.85525 3.45731
H 5.87673 -0.77452 2.90050
H 2.35184 3.01467 -5.23657
H 1.29304 4.94157 -5.38809
H -0.36579 5.07781 -5.98614
H 0.60814 3.66312 -6.40563
H 0.40827 5.32129 -3.06397
H -0.91073 4.32540 -2.42627
H -1.22293 5.47581 -3.74471
H -1.23631 2.19307 -5.52949
H -2.17678 3.65917 -5.19003
H -1.90507 2.45239 -3.91347
C -1.78947 -3.60123 2.64184
C -0.74649 -2.94955 1.70752
C 0.55423 -3.72577 2.01052
C -0.54392 -1.47181 2.10907
C -1.17886 -3.04879 0.21508
C -1.73382 -4.46520 -0.22407
C -0.99834 -5.18830 -1.29956
C -0.45632 -4.41373 -2.29339
C -0.32967 -3.02005 -2.19287
C -0.21123 -2.45033 -0.84520
H -1.58352 -3.28559 3.67028
H -1.69145 -4.68743 2.61840
H -2.82050 -3.34698 2.41016
H 0.55351 -4.01695 3.06693
H 1.44625 -3.13252 1.83093
H 0.61945 -4.63207 1.40263
H 0.02587 -0.95944 1.32939
H -1.91481 -5.10791 0.63849
H -1.08828 -6.26534 -1.38999
H -0.11668 -4.89812 -3.21148
H 0.14251 -2.45695 -2.99166
H -0.31972 -1.37910 -0.84513
C -3.95753 0.40812 2.22956
C -2.86431 -0.33229 1.43558
C -1.77665 -0.65623 2.48803
C -2.38134 0.61605 0.35735
C -3.40861 -1.65531 0.87383
C -4.61082 -2.15855 1.19585
C -5.06007 -3.48604 0.75897
C -4.34833 -4.24757 -0.07486
C -3.07505 -3.75990 -0.66111
C -2.56979 -2.40080 -0.13382
H -3.52784 1.33455 2.61221
H -4.33351 -0.17876 3.07528
H -4.79823 0.66585 1.58129
H -1.42736 0.31606 2.85236
H 0.11460 -1.46104 2.98807
H -2.27152 -1.15390 3.33054
H -3.18775 1.17933 -0.11412
H -5.27872 -1.61869 1.85505
H -5.99543 -3.85765 1.16934
H -4.69682 -5.24160 -0.34582
H -3.12426 -3.76529 -1.75289
H -2.43074 -1.70350 -0.96205
```